# 1
ORCA calculation (ωB97M-V/def2-TZVPD) on a molecular structure, C45H43F4N6P2Se2Y.

For the max |F|, the calculation gives 0.7 eV Å⁻¹. The spin multiplicity is 1. The value obtained for the HOMO-LUMO gap is 0.2875 Ha. As for the total charge: 0.

XYZ file:
```
103
Properties=species:S:1:pos:R:3:lowdin_charge:R:1
Y -0.015 0.689 -0.147 1.3522
C 0.931 -0.821 -3.647 -0.0864
N -0.297 -0.663 -2.874 -0.2866
C -1.395 -0.332 -3.779 -0.0882
C -0.637 -1.888 -2.149 -0.2158
C 0.511 -2.397 -1.293 -0.2376
N 1.078 -1.270 -0.571 -0.1695
C 2.327 -1.384 -0.054 -0.2421
C 3.039 -0.203 0.217 -0.1465
F 2.409 0.987 -0.117 -0.0215
C 4.285 -0.148 0.787 -0.2257
F 4.852 1.046 1.007 0.0968
C 4.955 -1.311 1.112 0.0619
C 4.299 -2.499 0.846 -0.2151
F 4.896 -3.657 1.157 0.0956
C 3.035 -2.550 0.291 -0.1410
F 2.459 -3.758 0.138 0.0851
H 0.876 -1.684 -4.328 0.0979
H 1.088 0.073 -4.248 0.0671
H 1.788 -0.946 -2.987 0.0774
H -1.524 -1.115 -4.541 0.0948
H -2.322 -0.220 -3.221 0.0794
H -1.190 0.612 -4.279 0.0699
H -1.514 -1.664 -1.526 0.1157
H -0.945 -2.686 -2.843 0.1271
H 0.127 -3.181 -0.633 0.1184
H 1.263 -2.872 -1.932 0.1159
H 5.938 -1.296 1.556 0.1338
Se -3.704 5.497 3.502 0.3201
P -1.728 5.029 4.054 0.5351
C -1.619 4.222 5.684 -0.3285
C -0.466 4.342 6.461 -0.0728
C -0.446 3.849 7.755 -0.0833
C -1.567 3.214 8.275 -0.0897
C -2.706 3.070 7.498 -0.0733
C -2.738 3.585 6.210 -0.1098
C -0.633 6.466 4.214 -0.3541
C -1.188 7.665 4.648 -0.0943
C -0.375 8.767 4.865 -0.0737
C 0.992 8.677 4.646 -0.0807
C 1.547 7.484 4.204 -0.0753
C 0.738 6.379 3.986 -0.1013
C -0.894 3.984 2.839 -0.4248
C -0.653 2.625 2.652 -0.4281
N -0.107 2.514 1.416 -0.1662
N -0.035 3.722 0.880 -0.0355
N -0.501 4.614 1.708 0.0298
P -0.860 1.108 3.571 0.6573
Se -0.036 -0.551 2.453 0.4209
C -2.607 0.839 3.896 -0.3511
C -3.557 1.740 3.431 -0.0983
C -4.905 1.500 3.663 -0.0638
C -5.300 0.362 4.345 -0.0662
C -4.351 -0.555 4.786 -0.0690
C -3.008 -0.326 4.553 -0.1112
C 0.073 1.241 5.107 -0.3553
C -0.405 0.759 6.317 -0.0804
C 0.434 0.729 7.423 -0.0806
C 1.735 1.191 7.324 -0.0765
C 2.207 1.696 6.117 -0.0666
C 1.382 1.713 5.007 -0.0913
H 0.407 4.849 6.071 0.1025
H 0.445 3.964 8.358 0.1100
H -1.551 2.836 9.289 0.1078
H -3.583 2.580 7.901 0.1077
H -3.640 3.527 5.614 0.0598
H -2.259 7.731 4.796 0.0737
H -0.812 9.699 5.199 0.1049
H 1.625 9.539 4.809 0.1031
H 2.611 7.415 4.016 0.1044
H 1.174 5.459 3.620 0.1005
H -3.271 2.631 2.888 0.0579
H -5.634 2.215 3.305 0.1123
H -6.351 0.177 4.525 0.1071
H -4.662 -1.456 5.299 0.1072
H -2.272 -1.061 4.859 0.1029
H -1.429 0.421 6.410 0.0970
H 0.060 0.353 8.366 0.1120
H 2.386 1.165 8.188 0.1081
H 3.222 2.064 6.039 0.1088
H 1.756 2.079 4.057 0.1114
C 0.299 3.093 -4.749 -0.0987
N 0.320 3.774 -3.471 -0.2623
C 1.612 4.390 -3.234 -0.0976
C -0.057 2.914 -2.372 -0.2232
C -1.529 2.550 -2.261 -0.2764
C -2.489 3.234 -2.992 -0.0530
C -3.835 2.919 -2.838 -0.0888
C -4.215 1.948 -1.926 -0.1106
C -3.242 1.298 -1.170 -0.1647
C -1.878 1.562 -1.318 -0.2519
H 0.516 3.803 -5.548 0.0876
H -0.685 2.664 -4.933 0.0693
H 1.050 2.284 -4.799 0.0774
H 1.849 5.073 -4.050 0.0832
H 2.425 3.645 -3.167 0.0877
H 1.587 4.956 -2.304 0.0878
H 0.218 3.436 -1.449 0.0830
H 0.546 1.966 -2.420 0.0987
H -2.188 4.021 -3.673 0.1071
H -4.583 3.446 -3.417 0.0972
H -5.264 1.708 -1.792 0.0939
H -3.578 0.559 -0.444 0.0809
```

# 2
ORCA calculation (ωB97M-V/def2-TZVPD) on a molecular structure, C45H43N7O3Ru.

For the max |F|, the calculation gives 0.2 eV Å⁻¹. The spin multiplicity is 6. The value obtained for the HOMO-LUMO gap (alpha / beta) is 0.2878 / 0.2658 Ha. As for the total charge: +1.

XYZ file:
```
99
Properties=species:S:1:pos:R:3:mulliken_spin:R:1
Ru -0.448 -0.281 -0.313 4.0149
O 1.327 -1.212 -0.554 0.3279
C 2.161 -2.007 0.244 -0.0139
C 1.348 -2.488 1.478 0.0374
C 0.923 -1.378 2.400 0.0096
C 1.487 -1.267 3.665 -0.0032
C 1.161 -0.193 4.473 0.0020
C 0.280 0.763 3.996 0.0052
C -0.275 0.594 2.739 -0.0139
C -1.191 1.633 2.158 0.0868
C -0.489 2.475 1.062 0.0527
O -0.052 1.611 0.047 0.3403
C 0.714 3.162 1.705 0.0129
C 1.983 2.614 1.583 0.0325
C 3.056 3.181 2.261 -0.0040
C 2.867 4.294 3.063 0.0000
C 1.599 4.848 3.185 0.0010
C 0.528 4.284 2.509 0.0015
C -1.444 3.472 0.410 -0.0011
C -0.940 4.245 -0.635 0.0062
C -1.761 5.118 -1.325 -0.0016
C -3.103 5.238 -0.980 0.0024
C -3.610 4.481 0.061 -0.0014
C -2.783 3.600 0.754 0.0061
N 0.020 -0.475 1.974 0.0234
C 3.394 -1.194 0.637 -0.0287
C 4.196 -1.547 1.719 0.0002
C 5.329 -0.811 2.037 0.0004
C 5.683 0.289 1.270 -0.0002
C 4.894 0.645 0.186 -0.0064
C 3.760 -0.091 -0.127 -0.0008
C 2.543 -3.256 -0.567 0.0138
C 1.551 -3.875 -1.326 -0.0109
C 1.827 -5.014 -2.065 -0.0022
C 3.105 -5.557 -2.056 0.0009
C 4.098 -4.948 -1.307 -0.0010
C 3.820 -3.803 -0.569 0.0047
H 1.928 -3.215 2.045 0.0020
H 0.485 -3.016 1.074 -0.0090
H 2.189 -2.017 3.999 0.0005
H 1.601 -0.093 5.456 0.0001
H 0.029 1.640 4.575 0.0004
H -1.543 2.288 2.956 0.0012
H -2.065 1.157 1.715 -0.0073
H 2.129 1.743 0.958 -0.0145
H 4.040 2.741 2.158 0.0000
H 3.704 4.735 3.589 0.0000
H 1.445 5.725 3.802 0.0000
H -0.458 4.728 2.597 0.0001
H 0.105 4.150 -0.902 -0.0007
H -1.354 5.714 -2.132 0.0000
H -3.743 5.925 -1.517 0.0001
H -4.650 4.577 0.347 0.0001
H -3.205 3.030 1.572 -0.0016
H 3.958 -2.419 2.313 0.0001
H 5.940 -1.103 2.881 0.0001
H 6.568 0.862 1.513 0.0000
H 5.159 1.501 -0.421 0.0000
H 3.140 0.206 -0.962 -0.0104
H 0.559 -3.442 -1.344 0.0113
H 1.045 -5.477 -2.654 0.0002
H 3.324 -6.444 -2.635 0.0001
H 5.100 -5.356 -1.299 -0.0004
H 4.615 -3.334 -0.006 0.0007
N 1.299 -0.929 -3.276 0.0005
C 0.163 -0.333 -3.605 0.0127
N 0.012 0.077 -4.865 0.0044
C -1.142 0.659 -5.154 -0.0015
N -1.339 1.090 -6.401 0.0020
N -2.171 0.820 -4.285 0.0027
C -1.929 0.395 -3.072 0.0194
N -0.801 -0.181 -2.643 0.0202
C -3.051 0.528 -2.087 0.0498
C -4.302 0.936 -2.526 -0.0020
C -5.337 1.014 -1.609 0.0008
C -5.088 0.672 -0.290 0.0063
C -3.808 0.277 0.055 0.0434
N -2.800 0.211 -0.815 -0.0390
H 1.992 -1.036 -3.995 0.0026
H 1.468 -1.229 -2.311 -0.0151
H -0.611 0.985 -7.084 -0.0001
H -2.209 1.528 -6.643 -0.0002
H -4.436 1.180 -3.568 0.0004
H -6.323 1.332 -1.922 -0.0002
H -5.861 0.710 0.464 0.0006
H -3.586 -0.010 1.075 -0.0213
C -3.652 -3.256 -0.725 0.0073
C -3.663 -3.350 0.808 -0.0018
C -2.333 -2.715 1.245 0.0211
O -1.620 -2.390 0.032 -0.0006
C -2.170 -3.183 -1.034 0.0187
H -4.151 -2.349 -1.070 0.0007
H -4.134 -4.108 -1.201 0.0001
H -3.701 -4.391 1.127 0.0002
H -4.523 -2.845 1.246 0.0001
H -1.732 -3.408 1.838 0.0025
H -2.443 -1.794 1.815 0.0030
H -1.704 -4.173 -1.014 -0.0002
H -1.918 -2.689 -1.972 -0.0041
```

# 3
ORCA calculation (ωB97M-V/def2-TZVPD) on 5 unconnected molecules or ions with the total composition C45H43NO11 at a distorted geometry.

For the max |F|, the calculation gives 3.9 eV Å⁻¹. The spin multiplicity is 1. The value obtained for the HOMO-LUMO gap is 0.2640 Ha. As for the total charge: 0.

XYZ file:
```
100
Properties=species:S:1:pos:R:3:lowdin_charge:R:1
C 2.222 1.897 -4.169 0.0891
C 2.146 0.841 -3.560 -0.0599
C 1.886 -0.377 -2.572 -0.3519
C 2.221 0.223 -1.133 -0.0326
C 3.326 -0.529 -0.307 -0.3066
O 3.546 -1.731 -0.290 0.0712
C 4.226 0.364 0.658 -0.1195
C 3.459 1.343 1.513 -0.0180
C 4.259 2.180 2.475 -0.0691
C 5.745 2.031 2.581 -0.0648
C 6.454 1.046 1.685 -0.0619
C 5.702 0.196 0.716 -0.0193
N 2.503 -1.624 -3.038 0.1250
C 1.605 -2.692 -2.572 -0.3436
O 2.021 -3.823 -2.372 0.0664
C 0.088 -2.173 -2.432 -0.1267
C -0.685 -2.489 -1.089 -0.1242
C 0.105 -2.134 0.243 -0.1942
C -0.441 -2.848 1.546 -0.2081
C -0.199 -4.416 1.607 -0.2618
C 1.185 -4.901 1.012 -0.1187
C 0.336 -0.673 -2.879 -0.1640
C -0.727 0.454 -2.564 -0.1795
O -2.051 -0.099 -2.718 -0.2218
C -2.975 0.484 -1.777 -0.1024
H 2.001 2.825 -4.756 0.0527
H 1.266 0.365 -0.529 0.1125
H 2.608 1.280 -1.303 0.1277
H 2.341 1.460 1.456 0.1025
H 3.728 2.902 3.155 0.0872
H 6.363 2.640 3.302 0.0770
H 7.565 0.890 1.749 0.0927
H 6.159 -0.578 0.042 0.1101
H 3.494 -1.780 -2.835 0.1411
H -0.570 -2.650 -3.224 0.1467
H -1.688 -1.962 -1.023 0.1156
H -0.904 -3.599 -1.071 0.1086
H 1.193 -2.379 0.075 0.0871
H -0.013 -1.011 0.417 0.1056
H 0.056 -2.325 2.429 0.1171
H -1.556 -2.628 1.621 0.0821
H -0.187 -4.694 2.715 0.0988
H -1.086 -4.945 1.133 0.1034
H 1.342 -6.021 1.140 0.0772
H 1.163 -4.723 -0.108 0.0551
H 2.088 -4.362 1.430 0.0847
H 0.326 -0.727 -4.014 0.1557
H -0.562 1.004 -1.596 0.0884
H -0.618 1.239 -3.386 0.1289
H -3.881 -0.196 -1.752 0.0997
H -2.478 0.515 -0.756 0.0954
H -3.250 1.523 -2.154 0.0967
O -6.887 -4.210 5.552 0.1081
C -6.096 -3.602 4.860 -0.3870
C -4.789 -4.189 4.488 0.0261
C -3.922 -3.519 3.730 0.0291
C -4.228 -2.161 3.228 -0.3780
O -3.436 -1.553 2.535 0.0905
C -5.534 -1.574 3.599 0.0200
C -6.402 -2.243 4.356 0.0217
H -4.582 -5.183 4.863 0.1242
H -2.961 -3.933 3.449 0.1154
H -5.742 -0.580 3.223 0.1206
H -7.363 -1.830 4.637 0.1223
O 6.093 4.776 4.199 0.0857
C 5.443 5.802 4.223 -0.3795
C 5.294 6.644 3.015 0.0246
C 4.583 7.770 3.041 0.0221
C 3.911 8.227 4.278 -0.3880
O 3.261 9.253 4.301 0.1090
C 4.060 7.384 5.486 0.0222
C 4.771 6.258 5.460 0.0226
H 5.792 6.295 2.118 0.1247
H 4.464 8.399 2.167 0.1230
H 3.562 7.733 6.383 0.1232
H 4.890 5.629 6.333 0.1230
O -3.022 -5.173 -7.038 0.1064
C -3.332 -5.297 -5.870 -0.3877
C -2.312 -5.287 -4.798 0.0229
C -2.653 -5.426 -3.518 0.0205
C -4.067 -5.594 -3.112 -0.3877
O -4.378 -5.718 -1.944 0.1018
C -5.087 -5.603 -4.184 0.0190
C -4.746 -5.465 -5.465 0.0201
H -1.282 -5.163 -5.111 0.1242
H -1.920 -5.422 -2.721 0.1164
H -6.116 -5.728 -3.871 0.1212
H -5.479 -5.469 -6.262 0.1216
O -0.280 3.038 -1.590 0.0669
C -0.942 4.058 -1.562 -0.3673
C -1.101 4.902 -2.767 0.0283
C -1.824 6.021 -2.736 0.0257
C -2.500 6.466 -1.497 -0.3860
O -3.160 7.484 -1.470 0.1125
C -2.340 5.621 -0.292 0.0246
C -1.617 4.503 -0.323 0.0253
H -0.600 4.562 -3.665 0.1210
H -1.950 6.651 -3.608 0.1242
H -2.841 5.961 0.607 0.1239
H -1.490 3.872 0.548 0.1231
```

# 4
ORCA calculation (ωB97M-V/def2-TZVPD) on a molecular structure, C45H44ClN6O2PTl.

For the max |F|, the calculation gives 0.2 eV Å⁻¹. The spin multiplicity is 1. The value obtained for the HOMO-LUMO gap is 0.2261 Ha. As for the total charge: -1.

XYZ file:
```
100
Properties=species:S:1:pos:R:3:lowdin_charge:R:1
Tl 0.313 0.293 0.676 0.6897
C 1.263 2.744 3.143 -0.1622
N 0.081 3.075 2.388 -0.0786
C 0.182 4.207 1.506 -0.1444
C 1.135 3.942 0.378 -0.3082
N 1.311 2.791 -0.194 0.1477
C 2.279 2.999 -1.167 -0.2266
C 2.823 2.105 -2.086 -0.0013
C 3.755 2.601 -2.977 -0.0751
C 4.145 3.948 -2.962 -0.1046
C 3.615 4.846 -2.051 -0.0365
C 2.678 4.341 -1.158 -0.1996
N 1.948 4.920 -0.137 0.1658
C 0.934 1.661 4.121 -0.3367
N -0.274 1.264 4.393 0.1732
C -0.111 0.210 5.281 -0.2282
C -1.062 -0.626 5.857 -0.0245
C -0.616 -1.652 6.670 -0.1098
C 0.751 -1.850 6.908 -0.1109
C 1.709 -1.023 6.347 -0.0260
C 1.251 0.011 5.542 -0.2055
N 1.900 0.992 4.821 0.1382
H 1.693 3.601 3.692 0.1280
H 2.032 2.374 2.454 0.1005
H -0.748 3.074 2.964 0.1070
H 0.492 5.139 2.013 0.1169
H -0.804 4.378 1.068 0.1177
H 2.485 1.076 -2.112 0.1113
H 4.181 1.938 -3.719 0.1020
H 4.873 4.296 -3.684 0.0924
H 3.912 5.887 -2.045 0.0988
H 1.916 5.894 0.103 0.1523
H -2.114 -0.480 5.650 0.1067
H -1.333 -2.328 7.119 0.0915
H 1.064 -2.675 7.535 0.0920
H 2.765 -1.189 6.516 0.1058
H 2.871 0.967 4.561 0.1090
C 1.179 -4.760 2.705 -0.2932
P 0.500 -3.188 2.010 0.9836
C 1.375 -3.159 0.394 -0.4082
C 2.723 -3.521 0.314 -0.1285
C 3.424 -3.365 -0.870 -0.1003
C 2.799 -2.825 -1.990 -0.0880
C 1.470 -2.445 -1.919 -0.0681
C 0.762 -2.624 -0.736 -0.1438
C -1.160 -3.785 1.482 -0.3910
C -2.266 -3.029 1.858 -0.1169
C -3.555 -3.451 1.551 -0.0931
C -3.749 -4.644 0.874 -0.1051
C -2.651 -5.403 0.481 -0.1015
C -1.368 -4.969 0.774 -0.0964
H 1.196 -5.578 1.984 0.0330
H 0.574 -5.045 3.567 0.0335
H 2.194 -4.577 3.061 0.0250
H 3.240 -3.899 1.186 0.0867
H 4.470 -3.644 -0.913 0.0957
H 3.357 -2.683 -2.908 0.0982
H 0.979 -1.968 -2.757 0.1040
H -0.272 -2.304 -0.701 0.0594
H -2.106 -2.096 2.387 0.0900
H -4.405 -2.844 1.837 0.1018
H -4.751 -4.976 0.632 0.0980
H -2.798 -6.325 -0.068 0.0985
H -0.516 -5.553 0.443 0.1037
C -2.854 -1.392 -5.634 -0.0537
C -2.829 -1.309 -4.131 -0.2304
C -2.723 -2.474 -3.384 -0.0578
C -2.676 -2.414 -1.998 -0.0829
C -2.671 -1.188 -1.368 -0.0483
C -2.735 -0.006 -2.107 -0.2172
N -2.715 1.210 -1.404 0.0961
C -1.962 2.349 -1.797 -0.2271
C -2.451 3.589 -1.384 -0.0450
C -1.818 4.767 -1.751 -0.1167
C -0.711 4.718 -2.589 -0.0987
C -0.231 3.487 -3.007 -0.0326
C -0.804 2.293 -2.579 -0.0893
C -0.052 1.001 -2.912 -0.6674
O 0.320 0.854 -4.085 0.0032
O 0.190 0.253 -1.926 -0.1756
C -2.889 -0.061 -3.498 -0.1609
C -3.115 1.179 -4.320 -0.0255
H -2.695 -2.419 -5.961 0.0685
H -2.069 -0.767 -6.066 0.0863
H -3.808 -1.052 -6.048 0.0729
H -2.674 -3.432 -3.891 0.0987
H -2.604 -3.322 -1.411 0.0862
H -2.564 -1.128 -0.291 0.0774
H -2.679 1.062 -0.404 0.1010
H -3.360 3.612 -0.794 0.1078
H -2.215 5.719 -1.416 0.0914
H -0.228 5.632 -2.915 0.0942
H 0.637 3.422 -3.653 0.1193
H -3.555 1.976 -3.722 0.0799
H -3.793 0.968 -5.149 0.0697
H -2.175 1.552 -4.738 0.0868
Cl 3.276 -0.599 2.451 0.3580
C 2.767 0.171 0.853 -0.7179
H 3.217 -0.465 0.088 -0.0449
H 3.311 1.120 0.846 -0.0506
```